1.
Density functional theory data (ωB97M-V/def2-TZVPD) for a 10-piece molecular cluster, C48H88F12N16P2 overall in a non-equilibrium geometry.

CARTESIAN COORDINATES (ANGSTROEM)
C  -4.436  6.284  -18.922
C  -5.835  5.914  -18.436
N  -6.414  6.931  -17.533
C  -5.840  8.032  -16.920
C  -6.853  8.701  -16.316
N  -7.931  7.842  -16.251
C  -7.651  6.781  -17.025
C  -9.198  8.028  -15.551
H  -4.525  7.066  -19.678
H  -4.067  5.477  -19.558
H  -3.717  6.427  -18.120
H  -5.827  4.944  -17.934
H  -6.477  5.711  -19.293
H  -4.843  8.256  -17.266
H  -6.868  9.618  -15.752
H  -8.266  5.910  -17.167
H  -9.043  7.841  -14.489
H  -9.952  7.322  -15.889
H  -9.618  9.016  -15.722
C  -21.022  11.468  -14.824
C  -19.670  12.150  -15.069
N  -18.570  11.370  -14.472
C  -17.349  11.094  -15.046
C  -16.623  10.345  -14.167
N  -17.424  10.083  -13.107
C  -18.587  10.739  -13.280
C  -17.128  9.324  -11.876
H  -21.755  12.176  -15.222
H  -21.255  11.271  -13.780
H  -21.263  10.594  -15.428
H  -19.679  13.148  -14.636
H  -19.498  12.175  -16.142
H  -17.043  11.623  -15.933
H  -15.636  9.932  -14.261
H  -19.360  10.774  -12.531
H  -16.250  9.771  -11.422
H  -16.911  8.296  -12.173
H  -17.946  9.164  -11.178
C  -13.043  17.537  -13.668
C  -13.612  16.267  -14.285
N  -12.731  15.091  -14.206
C  -13.101  13.810  -14.552
C  -12.088  12.983  -14.198
N  -11.115  13.765  -13.606
C  -11.510  15.047  -13.684
C  -9.805  13.271  -13.121
H  -12.572  17.385  -12.689
H  -13.761  18.346  -13.564
H  -12.166  17.969  -14.161
H  -13.769  16.454  -15.352
H  -14.610  15.949  -13.987
H  -14.026  13.690  -15.090
H  -11.951  11.924  -14.309
H  -10.956  15.927  -13.400
H  -9.001  13.848  -13.570
H  -9.790  12.242  -13.469
H  -9.773  13.369  -12.040
C  -16.679  14.099  -12.338
C  -15.623  13.368  -11.519
N  -14.746  14.358  -10.877
C  -14.986  15.651  -10.418
C  -13.849  16.133  -9.876
N  -12.946  15.081  -9.817
C  -13.519  14.052  -10.444
C  -11.613  15.087  -9.154
H  -16.249  14.650  -13.177
H  -17.211  14.838  -11.742
H  -17.383  13.412  -12.803
H  -14.985  12.785  -12.182
H  -16.029  12.752  -10.717
H  -15.956  16.095  -10.560
H  -13.669  17.048  -9.335
H  -13.139  13.040  -10.444
H  -11.608  14.318  -8.383
H  -11.541  16.097  -8.768
H  -10.881  14.796  -9.903
C  -12.790  3.918  -5.110
C  -14.170  4.584  -5.076
N  -14.265  5.679  -6.035
C  -13.468  6.799  -6.002
C  -13.873  7.612  -7.022
N  -14.828  6.943  -7.735
C  -15.084  5.783  -7.075
C  -15.537  7.445  -8.880
H  -12.830  2.937  -4.646
H  -12.059  4.533  -4.577
H  -12.348  3.876  -6.108
H  -14.400  4.990  -4.092
H  -14.926  3.831  -5.293
H  -12.711  6.968  -5.255
H  -13.490  8.597  -7.247
H  -15.860  5.068  -7.297
H  -14.853  7.453  -9.727
H  -16.010  8.401  -8.649
H  -16.410  6.825  -9.093
C  -12.273  1.500  -15.237
C  -12.026  2.646  -16.231
N  -12.389  3.971  -15.637
C  -11.726  5.147  -15.801
C  -12.479  6.118  -15.238
N  -13.586  5.514  -14.634
C  -13.498  4.203  -14.939
C  -14.686  6.207  -13.965
H  -11.664  0.657  -15.551
H  -13.325  1.221  -15.291
H  -12.001  1.883  -14.256
H  -12.432  2.537  -17.236
H  -10.955  2.719  -16.432
H  -10.854  5.201  -16.428
H  -12.368  7.188  -15.276
H  -14.145  3.394  -14.637
H  -15.572  5.605  -14.160
H  -14.770  7.227  -14.324
H  -14.589  6.271  -12.882
C  -11.182  5.920  -10.845
C  -11.576  5.310  -9.489
N  -10.369  4.875  -8.759
C  -9.996  5.211  -7.483
C  -8.881  4.517  -7.149
N  -8.476  3.853  -8.296
C  -9.433  4.046  -9.233
C  -7.300  3.000  -8.475
H  -11.990  6.472  -11.330
H  -10.878  5.244  -11.649
H  -10.368  6.634  -10.722
H  -12.313  4.512  -9.592
H  -12.168  6.001  -8.886
H  -10.593  5.874  -6.878
H  -8.351  4.338  -6.226
H  -9.454  3.628  -10.225
H  -6.591  3.124  -7.661
H  -6.847  3.321  -9.412
H  -7.568  1.947  -8.535
C  -10.136  10.693  -7.168
C  -10.548  9.344  -7.782
N  -9.381  8.876  -8.593
C  -9.178  9.033  -9.931
C  -8.006  8.392  -10.250
N  -7.507  7.900  -9.059
C  -8.346  8.216  -8.062
C  -6.416  6.953  -8.914
H  -10.940  11.066  -6.533
H  -9.996  11.396  -7.987
H  -9.259  10.589  -6.532
H  -11.421  9.403  -8.428
H  -10.695  8.506  -7.101
H  -9.835  9.729  -10.431
H  -7.429  8.142  -11.124
H  -8.421  7.721  -7.107
H  -5.525  7.242  -9.468
H  -6.686  5.981  -9.332
H  -6.202  6.841  -7.855
P  -13.043  9.718  -11.783
F  -11.957  10.926  -11.643
F  -14.111  10.586  -10.984
F  -13.543  10.482  -13.133
F  -14.115  8.498  -11.979
F  -11.882  8.827  -12.548
F  -12.566  8.944  -10.440
P  -14.025  11.799  -7.259
F  -12.873  12.807  -6.768
F  -13.114  11.499  -8.558
F  -13.401  10.576  -6.322
F  -15.126  10.631  -7.657
F  -14.961  12.211  -6.032
F  -14.842  12.889  -8.179

Calculated values
- Electronic energy: -4637.28346 Eh
- Energy relative to the best compared isomer or geometry (same formula, charge and spin): 44.4 kJ/mol
- HOMO energy: -20.32 eV
- Net charge: +6

Atomic partial charges in e from the Löwdin method, atoms 1 to 6: -0.06 -0.16 -0.02 0.04 0.01 -0.09

=====

2.
Density functional theory data (ωB97M-V/def2-TZVPD) for a 10-piece molecular cluster, C48H91FN2O12P overall in a non-equilibrium geometry.

CARTESIAN COORDINATES (ANGSTROEM)
C  1.389  3.575  -3.378
C  0.193  2.682  -3.403
O  -0.237  2.130  -4.394
N  -0.437  2.421  -2.130
C  -0.702  3.635  -1.329
C  -0.145  3.598  0.058
O  -1.275  4.582  -1.811
C  -1.511  1.539  -2.293
N  -1.366  0.336  -1.876
C  -0.257  -0.246  -1.134
C  1.088  0.100  -1.704
O  1.505  -0.197  -2.795
F  1.830  0.825  -0.847
C  -2.476  -0.538  -2.230
C  -3.366  0.307  -3.154
C  -2.831  1.760  -2.897
P  -4.024  2.533  -1.629
C  -4.254  4.319  -1.961
C  -3.407  2.307  0.102
H  1.914  3.426  -4.304
H  2.007  3.283  -2.541
H  1.042  4.596  -3.272
H  -0.855  3.212  0.775
H  0.699  2.918  0.043
H  0.238  4.569  0.335
H  -0.400  -1.319  -1.165
H  -0.337  0.054  -0.097
H  -2.919  -1.099  -1.416
H  -2.025  -1.322  -2.839
H  -3.381  -0.002  -4.183
H  -4.348  0.301  -2.707
H  -2.816  2.346  -3.801
H  -5.119  4.419  -2.600
H  -4.462  4.818  -1.021
H  -3.415  4.812  -2.433
H  -3.030  3.240  0.499
H  -2.664  1.525  0.203
H  -4.262  1.986  0.676
C  -1.707  -2.664  3.852
C  -1.427  -1.189  4.138
C  -0.537  -0.806  2.959
O  -0.942  -1.638  1.866
C  -1.807  -2.675  2.340
H  -2.604  -3.043  4.338
H  -0.862  -3.275  4.175
H  -2.360  -0.621  4.103
H  -0.955  -1.005  5.102
H  0.518  -1.005  3.172
H  -0.640  0.246  2.677
H  -2.822  -2.443  1.999
H  -1.505  -3.627  1.908
C  -0.291  -5.669  -1.918
C  1.127  -5.239  -1.547
C  1.043  -3.728  -1.690
O  -0.311  -3.370  -1.368
C  -1.125  -4.551  -1.312
H  -0.565  -6.651  -1.536
H  -0.406  -5.682  -3.004
H  1.339  -5.509  -0.510
H  1.898  -5.677  -2.177
H  1.250  -3.411  -2.717
H  1.724  -3.200  -1.020
H  -1.364  -4.754  -0.263
H  -2.057  -4.373  -1.849
C  6.362  4.675  -3.651
C  6.510  3.234  -4.129
C  5.511  2.509  -3.246
O  4.457  3.446  -2.966
C  4.867  4.757  -3.374
H  6.698  5.416  -4.375
H  6.924  4.822  -2.727
H  6.213  3.156  -5.178
H  7.518  2.837  -4.029
H  5.967  2.209  -2.298
H  5.089  1.624  -3.722
H  4.312  5.030  -4.280
H  4.619  5.472  -2.587
C  9.861  -1.015  -1.654
C  8.708  -0.998  -0.655
C  8.152  0.403  -0.847
O  8.393  0.751  -2.219
C  9.288  -0.200  -2.804
H  10.167  -2.015  -1.957
H  10.730  -0.507  -1.229
H  7.959  -1.743  -0.937
H  9.009  -1.190  0.372
H  8.670  1.125  -0.212
H  7.084  0.465  -0.641
H  8.720  -0.833  -3.494
H  10.054  0.330  -3.373
C  5.748  1.782  3.268
C  6.619  0.975  4.225
C  7.254  -0.038  3.283
O  7.372  0.609  2.012
C  6.617  1.824  2.019
H  5.493  2.775  3.637
H  4.819  1.244  3.064
H  7.388  1.616  4.663
H  6.066  0.507  5.037
H  6.619  -0.923  3.164
H  8.241  -0.364  3.613
H  7.316  2.666  2.049
H  6.035  1.891  1.098
C  -6.487  -3.848  0.939
C  -6.874  -2.741  -0.036
C  -5.586  -1.936  -0.113
O  -4.512  -2.864  0.086
C  -5.038  -4.111  0.555
H  -7.110  -4.737  0.864
H  -6.544  -3.477  1.965
H  -7.109  -3.169  -1.014
H  -7.727  -2.147  0.290
H  -5.543  -1.182  0.681
H  -5.456  -1.435  -1.076
H  -4.968  -4.843  -0.258
H  -4.431  -4.464  1.391
C  -0.828  -8.097  2.096
C  0.539  -7.669  2.620
C  0.404  -6.153  2.634
O  -0.977  -5.870  2.885
C  -1.744  -7.073  2.750
H  -1.095  -9.122  2.347
H  -0.862  -7.993  1.009
H  0.685  -8.043  3.635
H  1.372  -8.012  2.009
H  0.674  -5.720  1.663
H  1.013  -5.680  3.405
H  -2.056  -7.398  3.748
H  -2.638  -6.864  2.160
C  -12.178  -1.027  1.596
C  -11.888  -2.302  2.383
C  -10.548  -2.727  1.799
O  -9.872  -1.522  1.420
C  -10.788  -0.422  1.463
H  -12.883  -0.358  2.088
H  -12.577  -1.278  0.611
H  -11.780  -2.070  3.445
H  -12.654  -3.067  2.279
H  -10.682  -3.345  0.905
H  -9.930  -3.276  2.511
H  -10.541  0.200  2.329
H  -10.671  0.178  0.560
C  2.378  8.733  1.442
C  1.704  8.826  0.076
C  1.318  7.376  -0.178
O  1.065  6.793  1.106
C  1.529  7.677  2.135
H  2.402  9.675  1.985
H  3.405  8.378  1.330
H  0.810  9.448  0.142
H  2.345  9.234  -0.704
H  2.138  6.824  -0.653
H  0.426  7.277  -0.799
H  0.659  8.125  2.624
H  2.086  7.103  2.877

Calculated values
- Electronic energy: -3336.80679 Eh
- Energy relative to the best compared isomer or geometry (same formula, charge and spin): 0.0 kJ/mol
- HOMO energy: -10.59 eV
- Net charge: +1

Atomic partial charges in e from the Löwdin method, atoms 1 to 6: 0.04 -0.41 0.13 0.10 -0.39 0.05